Density functional theory data (ωB97M-V with the def2-TZVPD basis set) for a molecular structure, C45H44BiN6O5Si at a distorted geometry.

XYZ file:
```
102
Properties=species:S:1:pos:R:3:lowdin_charge:R:1
Bi 1.2492 1.1557 0.9096 1.8550
O 2.2192 5.7619 -0.4187 0.1372
C 1.7563 4.7095 0.2380 -0.4930
O 2.4403 3.7680 0.5536 0.0221
C 0.3118 4.8501 0.6077 -0.1719
C -0.3975 6.0229 0.3391 0.0442
C -1.7104 6.0998 0.7690 -0.0079
C -2.2583 5.0413 1.4794 0.0267
C -1.4685 3.9096 1.6905 -0.1630
N -0.2221 3.8229 1.2459 0.1536
C -1.9380 2.6943 2.4382 -0.4368
O -3.0349 2.8168 3.1819 0.1602
O -1.3614 1.6396 2.3696 0.0756
H 3.1600 5.6559 -0.6408 0.1595
H 0.0745 6.8464 -0.1717 0.1276
H -2.2996 6.9817 0.5769 0.1231
H -3.2742 5.1209 1.8413 0.1200
H -3.4050 3.7102 3.2243 0.1130
C -4.3477 -3.4882 -0.0489 -0.0519
C -3.9315 -2.3822 -1.0188 -0.5508
C -5.1165 -1.4236 -1.2151 -0.0295
C -3.5679 -3.0220 -2.3652 -0.0296
C -2.7517 -1.5824 -0.5188 -0.1198
C -2.2555 -0.5219 -1.2779 0.0293
C -1.2092 0.2266 -0.7920 -0.1013
N -0.6173 -0.0383 0.3640 -0.0404
C -1.0567 -1.0423 1.1322 -0.1799
C -2.1261 -1.8220 0.7013 0.0849
C -0.3993 -1.2600 2.4307 -0.2081
C -0.8315 -2.2028 3.3595 0.0825
C -0.1781 -2.3413 4.5820 -0.1331
C 0.9103 -1.4978 4.8171 0.0240
C 1.2806 -0.5931 3.8421 -0.1077
N 0.6451 -0.4777 2.6896 -0.0636
C -0.5976 -3.3558 5.6208 -0.5545
C -1.1064 -2.6094 6.8636 -0.0300
C 0.6305 -4.2061 5.9746 -0.0383
C -1.6995 -4.2933 5.1225 -0.0551
H -5.1991 -4.0218 -0.4614 0.0922
H -4.6485 -3.0822 0.9140 0.0896
H -3.5446 -4.2068 0.0916 0.0912
H -5.9699 -1.9771 -1.5972 0.0920
H -4.8791 -0.6385 -1.9273 0.0805
H -5.4033 -0.9636 -0.2717 0.0933
H -4.4248 -3.5737 -2.7420 0.0939
H -2.7390 -3.7142 -2.2437 0.0908
H -3.2887 -2.2759 -3.1030 0.0681
H -2.6662 -0.2784 -2.2428 0.1237
H -0.8087 1.0579 -1.3495 0.0996
H -2.4681 -2.6270 1.3255 0.1013
H -1.6789 -2.8266 3.1389 0.1000
H 1.4706 -1.5431 5.7369 0.1223
H 2.1247 0.0678 3.9774 0.1208
H -0.3474 -1.9430 7.2644 0.0809
H -1.3715 -3.3274 7.6351 0.0919
H -1.9912 -2.0224 6.6242 0.0906
H 1.3578 -3.6371 6.5446 0.0820
H 1.1147 -4.5705 5.0718 0.0557
H 0.3230 -5.0587 6.5729 0.0905
H -2.6189 -3.7560 4.8994 0.0851
H -1.9242 -5.0156 5.9029 0.0907
H -1.3706 -4.8444 4.2442 0.0943
O 1.1850 1.5719 -1.0821 -0.5695
Si 1.7921 1.1544 -2.5221 0.5111
C 3.5204 0.4006 -2.4615 -0.2347
C 3.9744 -0.4184 -3.4920 -0.0954
C 5.2576 -0.9331 -3.4842 -0.0764
C 6.1124 -0.6383 -2.4361 -0.0779
C 5.6755 0.1700 -1.3997 -0.0789
C 4.3927 0.6875 -1.4162 -0.1196
C 1.8382 2.8082 -3.4433 -0.2158
C 1.1793 3.9181 -2.9253 -0.1073
C 1.2523 5.1504 -3.5470 -0.0918
C 1.9899 5.2918 -4.7107 -0.0806
C 2.6394 4.1928 -5.2498 -0.0750
C 2.5617 2.9629 -4.6210 -0.0831
C 0.6150 -0.0608 -3.3987 -0.2354
C -0.1662 0.3432 -4.4788 -0.0861
C -0.9627 -0.5572 -5.1658 -0.0787
C -0.9902 -1.8878 -4.7839 -0.0944
C -0.2380 -2.3042 -3.6970 -0.0891
C 0.5493 -1.3978 -3.0089 -0.1049
H 3.3076 -0.6586 -4.3078 0.1025
H 5.5895 -1.5646 -4.2947 0.1058
H 7.1149 -1.0392 -2.4283 0.1055
H 6.3373 0.4008 -0.5779 0.1039
H 4.0538 1.3237 -0.6080 0.0784
H 0.6069 3.7979 -2.0130 0.0810
H 0.7356 5.9992 -3.1223 0.0986
H 2.0570 6.2531 -5.1979 0.1044
H 3.2117 4.2971 -6.1593 0.1061
H 3.0714 2.1078 -5.0428 0.1040
H -0.1339 1.3774 -4.7934 0.0999
H -1.5488 -0.2226 -6.0093 0.1054
H -1.5836 -2.5990 -5.3400 0.1076
H -0.2525 -3.3420 -3.3975 0.1055
H 1.1415 -1.7300 -2.1658 0.1031
N 2.6982 -4.2835 3.1779 0.1475
C 2.8510 -3.5334 2.3210 -0.3481
N 3.0546 -2.7004 1.3577 0.1488
C 2.6301 -1.6254 0.9726 -0.3163
N 2.3163 -0.6078 0.4502 -0.0533
```

Values from the calculation:
total charge	+1
spin multiplicity	1
HOMO level	-10.9257	eV
energy above the lowest of the compared OMol25 structures with the same formula, charge and spin	0.832	eV
F_max	0.0297	hartree/bohr